Formula: C3H7F3N3S
Source: the OMol25 dataset
Level of theory: wB97M-V/def2-TZVPD

Geometry (Å):
N 0.6991 0.6220 -1.9143
C 0.4633 0.0905 -0.6713
C 1.7755 0.0710 0.1959
F 1.5365 -0.3316 1.4287
F 2.7100 -0.7292 -0.2949
F 2.2170 1.2801 0.1496
N -0.4912 0.9143 0.0418
N -1.2043 0.2049 1.0027
C -1.6552 -1.1150 0.4996
S -0.3527 -1.7839 -0.3520
H 0.0091 0.4507 -2.6635
H 1.5589 0.3817 -2.2358
H -0.1271 1.8077 0.4119
H -2.0239 0.8756 1.2262
H -0.5931 0.0192 1.9121
H -1.9033 -1.8510 1.4015
H -2.6185 -0.9069 -0.1384

Forces on atoms 1 to 6 (eV/Å):
-2.9 0.1 -0.1
-0.3 -1.5 1.7
-0.8 -1.8 -2.2
-0.3 0.3 1.2
0.2 -0.4 -0.4
1.1 2.2 0.8

**Energy above the lowest of the compared OMol25 structures with the same formula, charge and spin**: 0.00 kJ/mol
**Gap between HOMO and LUMO**: 9.88 eV
**Net charge**: +1
**E_LUMO**: -3.7 eV

And the Mulliken charges, in e, turn out to be: number 1, N, carries -0.49; number 2, C, carries 0.22; number 3, C, carries 0.71; number 4, F, carries -0.25; number 5, F, carries -0.23; number 6, F, carries -0.23; number 7, N, carries -0.53; number 8, N, carries -0.04; number 9, C, carries -0.38; number 10, S, carries -0.11; number 11, H, carries 0.30; number 12, H, carries 0.24; number 13, H, carries 0.33; number 14, H, carries 0.40; number 15, H, carries 0.42; number 16, H, carries 0.35; number 17, H, carries 0.30